# 1
A cluster of 17 separate species, C64H107F3N4O35 in total, computed with ωB97M-V/def2-TZVPD.

```
! wB97M-V def2-TZVPD RIJCOSX def2/J DEFGRID3
* xyz 0 1
C -11.32245 14.20068 3.56442
C -12.32030 14.33258 2.35315
C -13.75654 14.35350 2.89244
N -14.89200 14.34408 1.77978
C -16.20564 13.99156 2.57385
C -17.44009 13.77786 1.67124
C -17.11134 12.86936 0.47347
C -15.82216 13.21798 -0.32799
C -14.58895 13.36036 0.66586
C -15.08632 15.74644 1.22384
H -11.55447 15.09080 4.14918
H -10.30208 14.11561 3.19066
H -11.58562 13.33426 4.17119
H -12.15891 13.47348 1.70201
H -12.24472 15.22153 1.72693
H -13.98721 15.23242 3.49445
H -13.90984 13.46841 3.50987
H -15.94133 13.03405 3.02263
H -16.34413 14.69025 3.39894
H -18.24150 13.33653 2.26375
H -17.74354 14.78504 1.38561
H -17.04992 11.80794 0.71372
H -17.96261 12.82212 -0.20565
H -15.65758 12.44177 -1.07532
H -16.00415 14.13155 -0.89400
H -14.39136 12.44965 1.23125
H -13.81652 13.93778 0.15788
H -14.18742 16.12643 0.73836
H -15.48168 16.41427 1.98921
H -15.75957 15.76289 0.36677
C -16.45524 19.41614 5.80702
O -15.11612 19.52461 5.29204
O -16.53699 18.13719 6.37209
C -16.93073 20.69893 6.56135
F -16.01303 20.94014 7.55502
F -16.87092 21.73877 5.71445
F -18.13768 20.46329 7.05873
C -14.71418 20.63981 4.47451
C -13.35667 20.30789 3.88774
H -12.60397 20.15496 4.66112
H -13.48290 19.36091 3.36295
H -12.93782 21.03893 3.19617
H -14.56797 21.58679 4.99410
H -15.33218 20.92539 3.62327
H -17.16302 19.43951 4.97840
O -23.26877 13.57320 1.89132
C -24.43054 13.36613 1.54966
O -24.70078 13.01263 0.28175
C -23.63067 12.78348 -0.61453
C -24.28998 12.44117 -1.95383
C -25.66502 13.34048 2.51095
H -23.04010 11.90780 -0.34528
H -22.97733 13.65227 -0.69489
H -23.50840 12.10538 -2.63537
H -24.86819 13.26835 -2.36559
H -25.00910 11.63172 -1.82832
H -26.54412 12.86962 2.07095
H -25.91518 14.39737 2.60297
H -25.51618 12.90751 3.50014
O -15.29137 7.88583 -2.40826
C -14.58190 7.06155 -1.73775
O -15.03417 5.95910 -1.08501
C -16.41134 5.80259 -0.84408
C -16.72231 4.50270 -0.17153
C -13.07673 7.23972 -1.82237
H -17.01212 5.94436 -1.74245
H -16.55441 6.63144 -0.15080
H -16.28746 3.66773 -0.72094
H -17.80178 4.38421 -0.07761
H -16.22838 4.49846 0.80012
H -12.60121 6.73051 -0.98410
H -12.82060 8.29910 -1.80731
H -12.62615 6.72558 -2.67132
O -1.69567 15.19208 9.18861
C -2.51006 14.89570 10.12329
O -3.79737 14.65019 10.07971
C -4.45459 14.51924 8.78153
C -5.90821 13.97178 8.84489
C -1.98768 14.69559 11.52593
H -3.85717 13.88370 8.12786
H -4.43858 15.49938 8.30490
H -5.93032 13.06352 9.44712
H -6.22939 13.87521 7.80777
H -6.50510 14.70999 9.38048
H -1.91713 13.62209 11.70120
H -2.70783 15.13229 12.21785
H -0.96855 15.06958 11.62392
C -14.38518 20.94513 -2.39565
C -14.45144 21.21424 -3.89729
C -13.76508 20.23825 -4.76947
C -14.07024 18.85264 -4.45213
N -14.28492 17.77822 -4.23915
H -14.95582 20.07799 -2.06315
H -14.74222 21.85696 -1.91689
H -13.35819 20.68190 -2.14250
H -13.91440 22.15728 -3.99902
H -15.47353 21.30465 -4.26505
H -12.72821 20.45166 -4.50972
H -13.82629 20.31144 -5.85528
C -16.99616 10.00308 -9.25349
C -15.97918 10.47971 -8.25506
C -16.48130 11.66570 -7.30712
C -17.74657 11.39258 -6.63552
N -18.75489 11.20848 -6.04885
H -18.00039 9.93780 -8.83475
H -16.82829 8.96993 -9.55766
H -17.05740 10.64985 -10.12874
H -15.18310 10.84799 -8.90217
H -15.60056 9.61507 -7.70994
H -16.71390 12.51067 -7.95522
H -15.67815 11.96110 -6.63198
C -11.29426 5.17278 2.40506
C -12.28217 5.95557 3.26945
C -11.66174 7.23824 3.87924
C -11.22673 8.21937 2.84079
N -10.86899 8.95940 2.01844
H -10.84728 5.81261 1.64420
H -11.66113 4.29446 1.87398
H -10.48815 4.71654 2.97962
H -12.72824 5.36839 4.07216
H -13.12552 6.17972 2.61629
H -10.76985 7.05307 4.47787
H -12.43390 7.73682 4.46516
C -22.25116 19.72090 0.75643
C -21.96379 18.27368 0.48883
O -20.56554 18.28782 0.33688
C -19.98098 19.44174 0.56809
O -18.76342 19.52509 0.61807
O -20.97569 20.40584 0.70060
H -22.74903 19.64615 1.72320
H -22.87931 20.15583 -0.02097
H -22.47575 17.75775 -0.32345
H -22.11392 17.72562 1.41898
C -19.82386 9.00739 4.44705
C -19.42159 7.52164 4.28524
O -18.01885 7.61746 3.97504
C -17.59011 8.84989 4.11493
O -16.48556 9.23168 3.82331
O -18.57018 9.61532 4.66268
H -20.43273 9.02767 5.35091
H -20.33682 9.32880 3.54058
H -20.01941 7.01422 3.52812
H -19.63614 6.92715 5.17331
C -11.95188 16.84129 8.55723
C -11.96138 17.63454 9.89821
O -11.95786 16.59089 10.80621
C -11.91341 15.37291 10.26729
O -11.84903 14.35075 10.94990
O -11.90775 15.43108 8.98060
H -11.01771 16.98935 8.01545
H -12.80184 17.01003 7.89603
H -12.92031 18.15062 9.85116
H -11.06451 18.24949 9.82366
C -24.60860 6.63170 0.80833
C -23.70125 5.45943 0.72765
O -22.54602 6.04148 0.10494
C -22.48835 7.32064 0.31977
O -21.53621 8.07923 0.09141
O -23.74471 7.75722 0.66398
H -25.10192 6.62776 1.78030
H -25.40851 6.58954 0.06911
H -24.02207 4.67088 0.04695
H -23.47223 5.05660 1.71425
C -21.91870 16.39100 6.39676
C -22.82096 15.31127 6.94467
O -24.07369 15.93521 7.17774
C -24.14202 17.06571 6.50673
O -25.13721 17.74179 6.35101
O -22.90284 17.33623 5.94666
H -21.26800 15.94823 5.64266
H -21.19621 16.75175 7.12884
H -22.44039 14.99403 7.91557
H -22.96510 14.47691 6.25827
C -16.26366 12.98315 8.33150
C -17.65511 12.35586 8.45761
O -17.37002 11.02969 8.81275
C -16.10962 10.74533 8.71939
O -15.55452 9.67652 9.06460
O -15.51334 11.80830 8.15980
H -15.88884 13.59749 9.15016
H -16.26832 13.55203 7.40173
H -18.29099 12.47642 7.58055
H -18.14962 12.75916 9.34129
C -6.60216 16.28730 -0.99934
C -6.13192 17.50800 -1.83835
O -7.40008 18.17530 -2.09107
C -8.29489 17.70318 -1.16069
O -9.41672 18.17446 -1.05673
O -7.78452 16.67818 -0.46992
H -5.92302 16.08577 -0.17094
H -6.81797 15.34499 -1.50288
H -5.80296 17.14946 -2.81371
H -5.39700 18.12093 -1.31651
C -10.38846 10.22982 8.20942
C -9.87455 9.49309 9.43596
O -8.71941 8.89279 8.93833
C -8.51899 9.20881 7.63753
O -7.58584 8.81865 6.93729
O -9.53598 9.97908 7.15669
H -10.50325 11.28711 8.44825
H -11.37570 9.79829 8.04434
H -10.64648 8.78611 9.73995
H -9.75931 10.19651 10.26059
C -19.07969 18.22132 -4.42154
C -19.64806 16.79771 -4.62164
O -19.23970 16.53200 -5.98431
C -18.88294 17.70280 -6.60238
O -18.45413 17.75463 -7.79647
O -18.78071 18.64315 -5.75133
H -18.14967 18.14728 -3.85792
H -19.81573 18.76273 -3.82722
H -20.73372 16.83055 -4.53014
H -19.20224 16.06390 -3.95017
*
```

Values from the calculation:
E_tot   -5654.59739 hartree
Gap between HOMO and LUMO   0.18851 Eh

# 2
The ion CH3N2O2S with charge +1, computed with ωB97M-V/def2-TZVPD.

```
! wB97M-V def2-TZVPD RIJCOSX def2/J DEFGRID3
* xyz 1 3
C 0.46186 1.06549 2.16863
N 0.09957 0.75513 1.01146
N -0.45322 -0.28903 -1.45422
O -1.92387 1.42636 -0.17183
O 0.27972 2.09601 -1.19677
S -0.70482 1.18208 -0.80831
H 0.88106 1.62674 3.02549
H -1.02577 -1.13418 -1.43869
H 0.09481 -0.08340 -2.20383
*
```

Values from the calculation:
E_tot   -697.50502 hartree
<S²>   2.00
Energy relative to the best compared isomer or geometry (same formula, charge and spin)   356.0 kJ/mol
Gap between HOMO and LUMO (alpha / beta)   0.30817 / 0.28680 Eh

# 3
A structure of composition C10H17BeCl2F6N4O7S2, computed with ωB97M-V/def2-TZVPD.

```
! wB97M-V def2-TZVPD RIJCOSX def2/J DEFGRID3
* xyz 1 1
Be -1.07971 -0.29043 -0.39874
F -0.24881 -1.46290 4.58212
C 0.26499 -1.49195 3.36607
F 0.24509 -2.72442 2.88813
F 1.50448 -1.03043 3.38300
S -0.74303 -0.40820 2.26386
O -0.12214 -0.62179 0.94066
O -0.66171 0.91384 2.80923
N -2.18270 -0.98842 2.34216
S -2.96986 -1.67751 1.17790
O -3.32492 -3.02981 1.39111
O -2.38742 -1.35555 -0.14430
C -4.53726 -0.70587 1.21609
F -4.26906 0.59759 1.08422
F -5.29720 -1.09531 0.20226
F -5.16047 -0.90915 2.36017
Cl 1.76738 2.06421 -1.41661
C 2.88289 1.60549 -0.11308
Cl 2.22418 2.01014 1.47496
H 3.80727 2.15077 -0.25520
H 3.03485 0.53434 -0.15804
C -2.61458 -0.52527 -4.55241
N -2.04189 -0.73962 -3.23488
C -0.77430 -0.48851 -2.92149
N 0.08826 -0.12241 -3.87073
O -0.34354 -0.61904 -1.73256
H -3.67293 -0.76229 -4.51039
H -2.15303 -1.17552 -5.29759
H -2.51115 0.51897 -4.85096
H -2.61989 -1.09818 -2.49215
H -0.18951 0.02956 -4.82283
H 1.00695 0.15996 -3.57442
O -1.58786 2.29853 -2.07364
C -1.68681 2.23192 -0.86985
O -1.63576 1.17253 -0.12848
C -1.90410 3.51152 -0.06466
N -1.91641 3.22448 1.42364
C -1.11705 4.30063 2.12696
C -0.92088 5.37334 1.06390
C -0.81195 4.56351 -0.22501
H -2.87732 3.92727 -0.32561
H -1.50307 2.29506 1.59444
H -2.86971 3.17112 1.77462
H -0.17594 3.84355 2.42383
H -1.65192 4.62421 3.01516
H -0.03698 5.97373 1.26711
H -1.78234 6.04303 1.02988
H 0.16259 4.07693 -0.29417
H -0.96265 5.14545 -1.13016
*
```

Values from the calculation:
E_tot   -3467.69342 hartree
Energy relative to the best compared isomer or geometry (same formula, charge and spin)   0.0 kJ/mol
Gap between HOMO and LUMO   0.40334 Eh